Model one:
15
Properties=species:S:1:pos:R:3 method="wB97M-V/def2-TZVPD" homo_ev=-7.885
H 2.414 2.095 0.469
C 0.690 -1.014 -0.426
H 0.502 -0.830 2.042
H 0.077 2.423 0.417
H -1.825 -1.115 -1.015
C 0.424 1.401 0.343
H -0.818 -1.840 0.946
H 0.732 -1.755 -1.240
H -2.578 0.276 -0.171
C -1.686 -0.078 -0.746
C -0.323 0.043 -0.002
C 1.728 1.270 0.260
S 2.317 -0.362 -0.257
C -0.063 -1.053 1.003
H -1.593 0.537 -1.623

---

Model two:
15
Properties=species:S:1:pos:R:3 method="wB97M-V/def2-TZVPD" homo_ev="-8.221 / -6.646"
H 0.118 -1.960 0.953
C 0.636 -1.129 0.489
C -0.073 1.364 0.793
H 0.443 2.291 0.714
H 0.123 0.238 -3.598
H 0.786 -0.121 2.242
H -0.856 1.518 1.618
C -0.153 -0.562 -0.656
C -0.557 0.728 -0.484
C 0.876 0.181 1.281
H 1.681 -1.389 0.025
C -1.006 0.057 -1.648
H -2.137 -1.677 -2.217
H 1.798 0.636 1.067
S -2.673 -0.411 -2.258

---

The winner here is model one, beating the second structure by 580.1 kJ/mol.

---

Model one:
6
Properties=species:S:1:pos:R:3 method="wB97M-V/def2-TZVPD" homo_ev=-9.417
H -0.254 1.213 -1.060
H 0.056 -0.523 1.356
S -1.235 -1.605 -0.115
O 1.481 0.683 -0.296
C -0.355 -0.394 0.433
C 0.307 0.627 -0.317

---

Model two:
6
Properties=species:S:1:pos:R:3 method="wB97M-V/def2-TZVPD" homo_ev=-9.575
H -0.295 -1.397 0.169
O -1.836 -0.062 -0.093
C 0.500 0.522 0.033
S 1.867 -0.217 -0.068
H 0.436 1.576 -0.030
C -0.672 -0.422 -0.011

---

The winner here is model two, beating the second structure by 16.1 kJ/mol.